C5H4N2 | ωB97M-V/def2-TZVPD

Last column: Löwdin charge in e.
Cartesian coordinates (Å):
C -0.9589 -0.0998 -3.0764  -0.05
C -0.7089 -0.1630 -1.8448  -0.29
C -0.1528 -0.0243 -0.5205  -0.40
C -0.5251 0.7673 0.6228  0.05
C 0.1514 0.2278 1.6996  -0.11
N 0.8806 -0.8479 1.3308  0.09
N 0.6914 -0.9952 0.0556  0.05
H 0.4933 0.7064 -1.1343  0.23
H -1.1612 1.6403 0.5821  0.13
H 0.1700 0.5519 2.7307  0.11
H 1.1202 -1.7634 -0.4456  0.18

Cartesian forces, eV/Å:
0.2 0.0 0.9
-0.3 -0.1 -0.7
0.0 0.0 0.2
0.1 0.0 0.0
0.0 0.1 0.0
-0.2 0.1 -0.3
0.1 -0.1 0.0
0.1 0.1 0.0
0.1 -0.1 0.0
0.0 0.0 -0.2
0.0 0.1 0.0

Output
- relative energy (zero: lowest compared OMol25 entry of this formula, charge and spin) (kcal/mol) = 150.1
- LUMO (alpha / beta) (eV) = -1.726 / -1.724
- spin multiplicity = 1
- E (eV) = -8222.983
- HOMO level (alpha / beta) (eV) = -8.63 / -8.63
- frontier orbital gap (alpha / beta) (eV) = 6.90 / 6.91